Record 1
{
  "formula": "C22H64O14S10",
  "method": "ωB97M-V/def2-TZVPD",
  "species": ["O", "S", "O", "O", "C", "C", "C", "H", "H", "H", "H", "H", "H", "H", "H", "O", "S", "O", "O", "C", "C", "C", "H", "H", "H", "H", "H", "H", "H", "H", "C", "S", "O", "C", "H", "H", "H", "H", "H", "H", "C", "S", "O", "C", "H", "H", "H", "H", "H", "H", "C", "S", "O", "C", "H", "H", "H", "H", "H", "H", "C", "S", "O", "C", "H", "H", "H", "H", "H", "H", "C", "S", "O", "C", "H", "H", "H", "H", "H", "H", "C", "S", "O", "C", "H", "H", "H", "H", "H", "H", "C", "S", "O", "C", "H", "H", "H", "H", "H", "H", "C", "S", "O", "C", "H", "H", "H", "H", "H", "H"],
  "xyz": [[-2.332, 4.702, 3.894], [-0.898, 4.595, 4.104], [-0.203, 5.487, 4.997], [-0.628, 3.071, 4.607], [-1.270, 1.983, 3.961], [-0.498, 1.273, 2.860], [-0.043, 4.584, 2.536], [-2.242, 2.240, 3.535], [-1.431, 1.277, 4.778], [-0.423, 1.928, 1.987], [-1.045, 0.392, 2.518], [0.496, 0.901, 3.120], [0.314, 5.544, 2.179], [-0.706, 4.106, 1.817], [0.814, 3.943, 2.737], [4.325, 3.681, -0.126], [3.001, 4.245, -0.203], [2.507, 5.093, 0.845], [2.816, 5.015, -1.624], [3.213, 4.273, -2.780], [3.166, 5.264, -3.945], [1.892, 2.829, -0.387], [2.543, 3.445, -3.029], [4.210, 3.853, -2.642], [4.042, 5.910, -3.918], [2.231, 5.817, -3.897], [3.215, 4.723, -4.891], [1.953, 2.211, 0.505], [2.287, 2.197, -1.186], [0.905, 3.196, -0.655], [4.955, -1.019, -2.711], [3.797, -0.629, -1.341], [2.645, 0.143, -1.927], [4.869, 0.616, -0.502], [5.976, -0.737, -2.464], [4.572, -0.497, -3.585], [4.922, -2.099, -2.840], [4.378, 0.926, 0.414], [4.968, 1.466, -1.176], [5.855, 0.169, -0.398], [-1.037, 5.114, -2.368], [-1.885, 4.846, -0.778], [-1.183, 3.742, -0.028], [-1.515, 6.385, 0.046], [-1.161, 4.195, -2.941], [0.033, 5.231, -2.177], [-1.385, 5.939, -2.986], [-0.447, 6.620, 0.120], [-1.781, 6.284, 1.101], [-2.027, 7.259, -0.352], [-0.410, -6.087, 1.992], [-1.741, -5.602, 0.860], [-2.962, -5.521, 1.728], [-1.107, -3.922, 0.728], [-0.577, -7.075, 2.418], [-0.505, -5.348, 2.789], [0.571, -6.093, 1.514], [-1.082, -3.552, 1.758], [-1.812, -3.300, 0.173], [-0.105, -3.853, 0.306], [3.620, -1.314, 3.121], [2.036, -2.080, 2.617], [2.096, -2.754, 1.264], [2.119, -3.508, 3.720], [3.527, -0.973, 4.151], [3.687, -0.469, 2.435], [4.523, -1.910, 2.997], [1.430, -4.321, 3.512], [2.126, -3.248, 4.779], [3.117, -3.885, 3.482], [-6.112, -1.449, 2.920], [-4.553, -2.374, 2.964], [-4.834, -3.633, 2.182], [-3.402, -1.200, 2.134], [-6.773, -2.140, 3.436], [-6.454, -1.291, 1.898], [-5.962, -0.488, 3.410], [-3.640, -0.184, 2.448], [-3.277, -1.234, 1.051], [-2.434, -1.496, 2.542], [0.409, -2.700, -2.673], [1.449, -3.665, -3.787], [0.600, -4.819, -4.231], [1.704, -2.524, -5.160], [1.048, -1.940, -2.208], [0.073, -3.315, -1.841], [-0.412, -2.150, -3.128], [1.884, -3.029, -6.112], [2.651, -2.006, -4.996], [0.888, -1.839, -5.394], [-0.644, 0.924, -2.036], [-1.585, 0.100, -0.679], [-2.020, -1.125, -1.464], [-0.200, -0.506, 0.313], [-0.332, 1.935, -1.764], [-1.282, 0.962, -2.917], [0.275, 0.409, -2.324], [0.445, 0.356, 0.484], [0.267, -1.227, -0.355], [-0.513, -1.011, 1.222], [-3.564, -5.411, -2.330], [-5.087, -5.063, -1.426], [-4.864, -5.591, -0.035], [-4.862, -3.214, -1.413], [-3.648, -4.988, -3.337], [-3.337, -6.468, -2.429], [-2.717, -4.864, -1.914], [-3.911, -2.987, -0.945], [-5.631, -2.750, -0.797], [-4.956, -2.925, -2.457]],
  "lowdin_charge": [-0.301, 0.638, -0.275, -0.248, -0.262, -0.076, -0.145, 0.119, 0.127, 0.055, 0.036, 0.080, 0.063, 0.017, 0.070, -0.296, 0.626, -0.272, -0.254, -0.282, -0.054, -0.121, 0.115, 0.116, 0.082, 0.075, 0.081, 0.073, 0.026, 0.028, -0.231, 0.850, -0.587, -0.236, 0.044, 0.051, 0.044, 0.031, 0.045, 0.052, -0.237, 0.877, -0.579, -0.260, 0.044, 0.040, 0.062, 0.064, 0.049, 0.064, -0.267, 0.833, -0.535, -0.277, 0.051, 0.030, 0.054, 0.045, 0.030, 0.035, -0.243, 0.807, -0.561, -0.244, 0.058, 0.024, 0.063, 0.033, 0.059, 0.052, -0.261, 0.842, -0.535, -0.264, 0.045, 0.052, 0.044, 0.046, 0.021, 0.018, -0.258, 0.814, -0.561, -0.265, 0.014, 0.035, 0.053, 0.054, 0.028, 0.055, -0.223, 0.867, -0.576, -0.269, 0.004, 0.057, 0.030, 0.038, 0.029, 0.016, -0.282, 0.832, -0.567, -0.236, 0.049, 0.054, 0.027, 0.013, 0.041, 0.044],
  "e_lumo_ev": -0.104
}

Record 2
{
  "formula": "C22H66AsF6N4O12",
  "method": "ωB97M-V/def2-TZVPD",
  "species": ["As", "F", "F", "F", "F", "F", "F", "C", "C", "C", "O", "C", "N", "H", "H", "H", "H", "H", "H", "H", "H", "H", "H", "H", "C", "C", "C", "O", "C", "N", "H", "H", "H", "H", "H", "H", "H", "H", "H", "H", "H", "C", "C", "C", "O", "C", "N", "H", "H", "H", "H", "H", "H", "H", "H", "H", "H", "H", "C", "C", "C", "O", "C", "N", "H", "H", "H", "H", "H", "H", "H", "H", "H", "H", "H", "C", "C", "O", "O", "H", "H", "H", "H", "H", "H", "C", "C", "O", "O", "H", "H", "H", "H", "H", "H", "C", "C", "O", "O", "H", "H", "H", "H", "H", "H", "O", "H", "H", "O", "H", "H"],
  "xyz": [[13.540, 16.431, 4.167], [12.260, 16.978, 5.218], [12.779, 14.884, 4.043], [14.810, 15.908, 3.106], [14.312, 17.975, 4.348], [14.468, 15.885, 5.527], [12.675, 16.932, 2.756], [14.681, 16.645, 8.599], [14.209, 18.040, 8.173], [14.379, 18.985, 9.353], [13.217, 18.916, 10.169], [13.426, 19.571, 11.394], [15.115, 18.502, 7.088], [14.269, 15.839, 7.995], [14.220, 16.386, 9.570], [15.759, 16.593, 8.732], [13.173, 17.976, 7.838], [14.452, 20.025, 8.989], [15.354, 18.779, 9.817], [13.752, 20.616, 11.309], [14.190, 19.030, 11.968], [12.497, 19.575, 11.965], [15.160, 17.818, 6.335], [14.619, 19.297, 6.678], [9.777, 14.859, 0.815], [10.352, 15.889, -0.191], [9.585, 15.845, -1.486], [9.625, 14.536, -2.007], [8.351, 14.046, -2.262], [10.099, 17.252, 0.404], [10.049, 13.865, 0.410], [8.687, 14.885, 0.826], [10.225, 14.822, 1.804], [11.423, 15.721, -0.276], [9.932, 16.637, -2.163], [8.556, 16.196, -1.321], [8.365, 12.977, -2.506], [7.854, 14.515, -3.122], [7.689, 14.080, -1.387], [10.635, 17.331, 1.268], [9.150, 17.231, 0.771], [17.632, 16.044, 5.540], [18.078, 17.193, 4.612], [18.339, 16.666, 3.217], [18.721, 17.618, 2.281], [20.072, 18.058, 2.426], [17.076, 18.264, 4.582], [18.424, 15.426, 5.959], [16.842, 15.439, 5.081], [17.114, 16.521, 6.379], [19.001, 17.549, 5.082], [17.383, 16.279, 2.844], [18.962, 15.757, 3.235], [20.690, 17.306, 1.903], [20.339, 18.045, 3.485], [20.270, 19.004, 1.937], [16.899, 18.552, 5.548], [16.180, 17.798, 4.382], [10.666, 16.575, 7.901], [10.520, 15.816, 9.227], [10.111, 16.828, 10.279], [9.725, 16.158, 11.462], [9.530, 16.996, 12.543], [9.428, 14.812, 9.003], [11.189, 16.034, 7.121], [11.245, 17.488, 8.102], [9.728, 16.966, 7.502], [11.419, 15.256, 9.472], [9.271, 17.417, 9.876], [10.941, 17.517, 10.503], [10.508, 17.400, 12.857], [9.143, 16.509, 13.435], [8.898, 17.854, 12.286], [8.537, 15.180, 8.689], [9.206, 14.515, 9.967], [11.201, 20.189, 5.097], [10.079, 19.463, 4.378], [10.545, 18.656, 3.307], [11.649, 21.365, 4.395], [12.079, 19.546, 5.188], [10.859, 20.542, 6.075], [9.347, 20.196, 4.046], [9.579, 18.780, 5.080], [11.148, 18.003, 3.706], [12.451, 21.100, 3.897], [16.397, 21.467, 3.511], [14.987, 21.293, 4.028], [14.065, 20.689, 3.190], [16.814, 20.370, 2.743], [17.094, 21.869, 4.267], [16.504, 22.329, 2.829], [14.648, 22.314, 4.257], [14.966, 20.719, 4.950], [14.013, 21.128, 2.329], [17.048, 19.602, 3.360], [12.425, 12.222, 1.556], [12.093, 11.954, 3.013], [10.922, 11.129, 3.068], [13.150, 11.121, 0.947], [13.075, 13.111, 1.548], [11.552, 12.288, 0.913], [12.015, 12.828, 3.656], [12.981, 11.448, 3.434], [10.353, 11.498, 3.750], [13.975, 11.021, 1.441], [12.930, 19.527, -0.603], [12.884, 19.723, 0.340], [11.998, 19.526, -0.875], [15.371, 19.022, 0.582], [15.512, 19.625, 1.334], [15.056, 18.198, 0.979]],
  "lowdin_charge": [0.736, -0.235, -0.239, -0.238, -0.243, -0.238, -0.225, -0.061, -0.401, -0.217, -0.193, -0.128, 0.050, 0.063, 0.077, 0.076, 0.109, 0.125, 0.129, 0.086, 0.089, 0.078, 0.011, 0.061, -0.057, -0.379, -0.234, -0.168, -0.149, 0.040, 0.062, 0.074, 0.073, 0.143, 0.125, 0.118, 0.086, 0.087, 0.084, 0.032, 0.061, -0.054, -0.407, -0.237, -0.171, -0.083, 0.066, 0.074, 0.070, 0.057, 0.125, 0.123, 0.132, 0.085, 0.075, 0.084, 0.069, 0.053, -0.071, -0.390, -0.213, -0.194, -0.138, 0.026, 0.065, 0.060, 0.079, 0.136, 0.135, 0.117, 0.084, 0.083, 0.088, 0.061, 0.061, -0.229, -0.240, -0.088, -0.096, 0.099, 0.114, 0.117, 0.109, 0.036, 0.033, -0.266, -0.257, -0.070, -0.109, 0.118, 0.115, 0.122, 0.104, 0.118, 0.062, -0.220, -0.237, -0.069, -0.090, 0.120, 0.103, 0.091, 0.117, 0.077, 0.073, -0.081, 0.012, 0.028, -0.065, -0.003, 0.034],
  "e_lumo_ev": 2.205,
  "charge": -1
}

no.,orbital gap (eV),HOMO level (eV)
1,7.433,-7.54
2,8.988,-6.78